{
  "formula": "C48H138N8O25",
  "method": "wB97M-V/def2-TZVPD",
  "species": ["O", "H", "H", "O", "H", "H", "O", "H", "H", "O", "H", "H", "O", "H", "H", "O", "H", "H", "O", "H", "H", "O", "H", "H", "O", "H", "H", "C", "O", "C", "C", "N", "C", "C", "O", "C", "H", "H", "H", "H", "H", "H", "H", "H", "H", "H", "H", "H", "H", "H", "H", "C", "O", "C", "C", "N", "C", "C", "O", "C", "H", "H", "H", "H", "H", "H", "H", "H", "H", "H", "H", "H", "H", "H", "H", "C", "O", "C", "C", "N", "C", "C", "O", "C", "H", "H", "H", "H", "H", "H", "H", "H", "H", "H", "H", "H", "H", "H", "H", "C", "O", "C", "C", "N", "C", "C", "O", "C", "H", "H", "H", "H", "H", "H", "H", "H", "H", "H", "H", "H", "H", "H", "H", "C", "O", "C", "C", "N", "C", "C", "O", "C", "H", "H", "H", "H", "H", "H", "H", "H", "H", "H", "H", "H", "H", "H", "H", "C", "O", "C", "C", "N", "C", "C", "O", "C", "H", "H", "H", "H", "H", "H", "H", "H", "H", "H", "H", "H", "H", "H", "H", "C", "O", "C", "C", "N", "C", "C", "O", "C", "H", "H", "H", "H", "H", "H", "H", "H", "H", "H", "H", "H", "H", "H", "H", "C", "O", "C", "C", "N", "C", "C", "O", "C", "H", "H", "H", "H", "H", "H", "H", "H", "H", "H", "H", "H", "H", "H", "H"],
  "positions_angstrom": [[-9.19030, 8.29987, -3.11358], [-10.00628, 8.12327, -2.61817], [-9.27812, 9.20966, -3.41361], [-17.91326, 0.76717, 0.42902], [-17.01941, 1.00470, 0.16894], [-18.35385, 1.62111, 0.59669], [-12.23240, 5.12891, 3.29733], [-12.02153, 5.32274, 4.21732], [-13.18656, 5.24999, 3.23195], [-7.57248, 6.59838, -1.32726], [-8.15451, 6.75955, -2.08177], [-6.98543, 7.35966, -1.31622], [-9.78243, 3.77368, 2.29727], [-9.84042, 2.96816, 1.75195], [-10.69656, 3.95898, 2.55807], [-11.63675, 1.57334, -2.86989], [-11.95787, 2.43442, -2.54657], [-11.31925, 1.75064, -3.76828], [-6.39064, 4.83368, 0.50999], [-5.76408, 4.97499, -0.20384], [-7.24627, 4.98972, 0.09825], [-12.18986, -0.17534, 1.48998], [-12.21522, -0.30384, 0.53359], [-12.52694, -1.00139, 1.85100], [-10.00362, 1.59234, 0.50409], [-10.78249, 1.25704, 0.96972], [-10.29778, 1.74415, -0.40488], [-17.86215, 13.40061, -6.41151], [-17.83458, 14.48810, -5.52708], [-18.58963, 14.30332, -4.33092], [-17.91139, 13.37470, -3.34495], [-16.59014, 13.90538, -3.01156], [-15.63072, 13.07526, -2.28671], [-15.54394, 11.61121, -2.67162], [-14.63786, 11.45671, -3.73963], [-14.56786, 10.09582, -4.13172], [-17.52949, 12.44928, -5.97464], [-17.12855, 13.63988, -7.18454], [-18.81046, 13.17737, -6.91454], [-19.63066, 14.02663, -4.50210], [-18.48132, 15.29191, -3.87235], [-17.95220, 12.34233, -3.71380], [-18.49138, 13.42693, -2.41418], [-16.28966, 14.37747, -3.85583], [-15.99025, 13.13420, -1.25200], [-14.63769, 13.52106, -2.29586], [-16.54414, 11.27413, -2.97278], [-15.32481, 10.97149, -1.80547], [-15.51876, 9.85688, -4.62181], [-14.52991, 9.44386, -3.24798], [-13.66104, 9.92854, -4.70430], [-18.97987, 7.12509, 0.64510], [-19.04662, 5.88921, -0.03478], [-17.96337, 5.00613, 0.19426], [-18.14141, 4.29961, 1.52612], [-19.23319, 3.35810, 1.43827], [-19.61189, 2.65600, 2.65681], [-20.71089, 1.68455, 2.34224], [-21.82704, 2.42681, 1.79882], [-22.66870, 1.73707, 0.90728], [-19.95278, 7.25447, 1.12480], [-18.78141, 7.94060, -0.04863], [-18.25720, 7.19742, 1.46394], [-16.99746, 5.52683, 0.20173], [-17.88855, 4.26631, -0.60321], [-18.28572, 5.05737, 2.31409], [-17.19690, 3.81769, 1.79754], [-20.07795, 3.82955, 1.13011], [-20.00628, 3.34149, 3.42048], [-18.79166, 2.08821, 3.10139], [-21.12674, 1.18009, 3.21947], [-20.54259, 0.92904, 1.56718], [-22.35308, 1.97412, -0.11592], [-23.68424, 2.12084, 1.00073], [-22.66227, 0.65564, 1.06028], [-17.09633, -0.17397, 3.89464], [-18.44940, -0.52547, 4.14912], [-18.77266, -1.69491, 3.37048], [-20.24414, -1.91086, 3.60802], [-20.55923, -2.22306, 5.02366], [-22.00516, -2.21416, 5.24626], [-22.62273, -3.61253, 5.19264], [-23.00545, -3.88429, 3.86074], [-23.02366, -5.23787, 3.49615], [-16.94152, 0.71497, 4.51379], [-16.89789, 0.07981, 2.84949], [-16.41067, -0.95406, 4.24227], [-18.15148, -2.52300, 3.72149], [-18.64917, -1.48572, 2.30347], [-20.76269, -2.59158, 2.93522], [-20.72078, -0.93202, 3.46478], [-20.17465, -1.47619, 5.58755], [-22.60300, -1.62513, 4.53345], [-22.19853, -1.73265, 6.20769], [-23.51428, -3.62359, 5.83173], [-21.86153, -4.31093, 5.55002], [-23.59478, -5.31121, 2.56926], [-23.60375, -5.80476, 4.23700], [-22.05628, -5.72196, 3.33661], [-18.11657, 4.09598, -6.35894], [-16.86396, 3.57487, -5.93926], [-16.75082, 3.52118, -4.53738], [-17.49994, 2.38606, -3.84264], [-17.16440, 1.07717, -4.46121], [-15.93749, 0.45566, -3.93232], [-15.68022, -0.87965, -4.60312], [-16.61760, -1.87246, -4.30929], [-16.72260, -2.86669, -5.32326], [-18.18749, 3.89420, -7.43010], [-18.09843, 5.19020, -6.30725], [-18.95323, 3.63517, -5.83878], [-16.97493, 4.51903, -4.12272], [-15.69129, 3.44678, -4.26010], [-18.56144, 2.37393, -4.10737], [-17.35756, 2.49051, -2.76964], [-16.96481, 1.26735, -5.44145], [-16.10120, 0.35132, -2.85560], [-15.04494, 1.08442, -4.06463], [-14.69743, -1.18867, -4.20870], [-15.52419, -0.70973, -5.67672], [-15.76658, -3.08591, -5.80345], [-17.38587, -2.43289, -6.07930], [-17.16789, -3.75157, -4.88261], [-14.93664, 7.47440, 9.73128], [-15.54113, 6.32699, 9.20883], [-15.00108, 5.12427, 9.76092], [-15.47803, 3.94541, 8.90082], [-16.87457, 4.06447, 8.49847], [-16.97358, 4.44144, 7.05458], [-16.59502, 3.27834, 6.09996], [-15.40058, 3.62778, 5.40805], [-14.48121, 2.55021, 5.25224], [-14.56840, 7.34609, 10.76082], [-15.66807, 8.27074, 9.89954], [-14.09970, 7.85149, 9.13938], [-15.25313, 5.07454, 10.82566], [-13.90805, 5.20327, 9.70280], [-15.37794, 3.05040, 9.52569], [-14.74861, 3.82755, 8.09869], [-17.28687, 4.89273, 8.91446], [-16.41640, 5.37152, 6.90859], [-18.01669, 4.72547, 6.88392], [-17.38938, 3.32716, 5.35133], [-16.55471, 2.37245, 6.70121], [-13.76730, 2.85583, 4.48897], [-14.98533, 1.63006, 4.95033], [-13.95489, 2.42968, 6.20391], [-19.05305, 10.69705, -0.91763], [-17.94220, 11.01985, -0.13316], [-18.24809, 11.20770, 1.24808], [-16.97978, 11.60844, 1.95448], [-15.99065, 10.54313, 1.97746], [-14.78888, 10.82933, 2.73543], [-13.87277, 11.82428, 2.02436], [-13.45383, 11.09593, 0.87263], [-12.83497, 11.88740, -0.12482], [-19.99046, 10.95089, -0.41217], [-19.09672, 9.64503, -1.22026], [-19.07199, 11.22321, -1.87714], [-18.66878, 10.31951, 1.72886], [-18.96467, 12.03674, 1.25846], [-17.20737, 11.76591, 3.01652], [-16.60786, 12.57179, 1.57806], [-15.69043, 10.34413, 1.02721], [-14.20497, 9.91234, 2.82878], [-15.03511, 11.15086, 3.75068], [-12.98922, 12.14399, 2.58845], [-14.40092, 12.74302, 1.74207], [-12.96490, 11.32620, -1.05388], [-11.78329, 12.08335, 0.08335], [-13.43990, 12.78329, -0.30074], [-10.45394, -0.11137, -4.98829], [-10.20654, 1.25387, -5.28716], [-8.88226, 1.59859, -4.92379], [-8.63330, 3.09948, -5.13717], [-9.33542, 3.85511, -4.10806], [-9.69299, 5.22165, -4.46191], [-11.00040, 5.42097, -5.20983], [-12.13349, 5.42688, -4.37526], [-13.32114, 5.11849, -5.06786], [-10.45901, -0.27587, -3.89660], [-9.59293, -0.70756, -5.30589], [-11.44482, -0.43267, -5.29167], [-8.18911, 1.10648, -5.62168], [-8.62668, 1.24263, -3.92304], [-8.99465, 3.39792, -6.12589], [-7.55285, 3.24802, -5.08389], [-10.04806, 3.37310, -3.58544], [-8.89100, 5.72375, -4.99774], [-9.81201, 5.73371, -3.50218], [-11.08869, 4.76436, -6.09389], [-10.98528, 6.34036, -5.82645], [-13.34452, 4.02219, -5.18255], [-13.49585, 5.56202, -6.04754], [-14.17003, 5.24778, -4.39265], [-14.93976, 2.05785, 1.20335], [-14.76317, 3.16355, 0.32490], [-13.41072, 3.25378, -0.05650], [-13.33040, 4.19214, -1.26714], [-11.97556, 4.31977, -1.80730], [-11.00915, 4.82933, -0.82449], [-11.38963, 6.26195, -0.40993], [-11.38096, 7.09987, -1.54939], [-12.41077, 8.05872, -1.55063], [-14.99934, 1.19412, 0.53782], [-15.88497, 2.16575, 1.74359], [-14.24262, 2.01850, 2.04418], [-12.95872, 2.31896, -0.41988], [-12.79489, 3.59580, 0.78268], [-13.82764, 5.13731, -1.01331], [-13.95441, 3.70969, -2.02663], [-12.03963, 4.92343, -2.62683], [-10.05003, 4.96159, -1.33874], [-10.80609, 4.20662, 0.04070], [-10.62363, 6.62569, 0.28389], [-12.32141, 6.17661, 0.15608], [-13.42546, 7.65891, -1.62245], [-12.30754, 8.60737, -2.49708], [-12.29606, 8.84252, -0.79658]],
  "total_charge": 0,
  "largest_force_ev_per_a": 2.48,
  "energy_ha": -4230.223425,
  "e_above_lowest_kj_mol": 188.3,
  "homo_energy_ha": -0.310,
  "e_lumo_ev": 0.2,
  "gap_ev": 8.6209
}